(1)
# C34H41CaCl5F2K2MgNO11PSSi

A molecular structure, C34H41CaCl5F2K2MgNO11PSSi in a non-equilibrium geometry (ωB97M-V/def2-TZVPD, the OMol25 dataset).

Computed properties:
E_LUMO   -0.188 hartree
HOMO   -0.2190 Eh
Total energy   -7809.05198 hartree
Energy relative to the best compared isomer or geometry (same formula, charge and spin)   0.0 kJ/mol
Frontier orbital gap   0.85 eV

Geometry as ORCA input:
```
! wB97M-V def2-TZVPD RIJCOSX def2/J DEFGRID3
* xyz 0 1
C 3.424 -1.473 3.135
C 4.550 -1.874 3.088
C 5.992 -2.112 2.795
C 6.929 -0.974 3.321
C 6.915 0.388 2.513
C 6.379 0.384 1.094
C 5.026 0.635 0.904
C 4.420 0.652 -0.350
C 2.964 0.865 -0.674
C 2.363 2.210 -0.243
C 1.180 2.536 -1.200
C 0.008 1.507 -1.188
C -1.374 2.137 -1.149
C -2.493 1.102 -1.354
C -3.648 1.302 -0.354
C -5.001 0.813 -0.881
Si -6.099 0.091 0.483
C -6.715 1.413 1.658
C -5.113 -1.166 1.496
C -7.584 -0.783 -0.246
C -8.839 -0.746 0.359
C -9.930 -1.422 -0.162
C -9.797 -2.168 -1.322
C -8.562 -2.194 -1.952
C -7.475 -1.514 -1.435
C 5.229 0.445 -1.436
C 6.577 0.199 -1.284
C 7.207 0.141 -0.046
P 9.033 -0.226 0.057
C 9.757 1.279 0.851
O 9.771 -0.286 -1.404
C 7.039 0.060 -2.728
O 8.067 0.327 -3.264
N 5.894 -0.355 -3.492
C 5.709 -1.811 -3.691
C 6.756 -2.269 -4.669
O 6.808 -1.961 -5.788
F 7.676 -3.122 -4.194
C 4.854 0.402 -2.896
O 3.911 0.944 -3.352
H 2.496 -0.949 3.025
H 6.130 -2.353 1.754
H 6.258 -3.012 3.354
H 6.593 -0.730 4.337
H 7.943 -1.343 3.451
H 7.915 0.803 2.559
H 6.290 1.066 3.087
H 4.388 0.828 1.758
H 2.811 0.764 -1.740
H 2.363 0.054 -0.221
H 3.107 3.002 -0.258
H 1.943 2.159 0.787
H 1.597 2.527 -2.207
H 0.791 3.537 -0.973
H 0.068 0.945 -2.118
H 0.120 0.799 -0.386
H -1.551 2.650 -0.196
H -1.465 2.878 -1.938
H -2.139 0.070 -1.270
H -2.912 1.206 -2.352
H -3.360 0.793 0.570
H -3.738 2.372 -0.167
H -5.539 1.654 -1.316
H -4.879 0.049 -1.649
H -7.635 1.864 1.301
H -5.977 2.215 1.745
H -6.865 1.012 2.658
H -5.681 -1.513 2.354
H -4.202 -0.718 1.898
H -4.843 -2.008 0.860
H -8.974 -0.175 1.264
H -10.881 -1.365 0.347
H -10.633 -2.694 -1.753
H -8.443 -2.760 -2.866
H -6.521 -1.538 -1.945
H 10.778 1.319 0.472
H 9.850 1.145 1.922
H 9.252 2.203 0.580
H 9.839 0.623 -1.730
H 5.715 -2.355 -2.746
H 4.746 -1.943 -4.181
O 5.624 -6.210 -1.760
S 4.934 -4.929 -1.576
O 3.743 -5.147 -0.724
O 4.458 -4.439 -2.883
O 5.824 -3.936 -0.951
Ca 0.256 0.525 1.206
C -10.725 3.326 2.074
Cl -11.243 2.867 3.699
Cl -11.866 4.446 1.389
Cl -9.107 4.084 2.173
Cl -10.643 1.873 1.056
C -12.373 -0.762 3.727
O -12.397 -0.825 2.503
O -11.348 -0.541 4.422
O -13.372 -0.909 4.476
Mg 0.627 5.270 -1.071
Cl 2.440 -0.993 -4.125
K 8.528 -2.468 0.639
K 4.253 -1.293 5.409
F -14.177 3.606 1.247
*
```

(2)
# C34H41CaN4O6PS

A molecular structure, C34H41CaN4O6PS in a non-equilibrium geometry (ωB97M-V/def2-TZVPD, the OMol25 dataset).

Computed properties:
E_LUMO   0.002 hartree
HOMO   -0.3084 Eh
Total energy   -3408.02805 hartree
Energy relative to the best compared isomer or geometry (same formula, charge and spin)   77.9 kJ/mol
Frontier orbital gap   8.45 eV

Geometry as ORCA input:
```
! wB97M-V def2-TZVPD RIJCOSX def2/J DEFGRID3
* xyz 0 1
Ca -0.897 1.217 -0.269
O 1.352 0.523 -1.024
C 1.711 1.419 -2.109
C 1.334 2.866 -1.812
N -0.095 3.071 -1.631
C -0.495 4.244 -0.837
C -1.886 4.039 -0.167
O -2.718 4.924 -0.270
O -2.015 2.928 0.460
C -0.836 2.993 -2.891
C -1.175 1.559 -3.348
O -1.331 1.335 -4.539
O -1.265 0.704 -2.396
H 0.833 -0.198 -1.415
H 1.245 1.067 -3.029
H 2.793 1.335 -2.237
H 1.714 3.482 -2.643
H 1.837 3.183 -0.901
H -0.528 5.149 -1.453
H 0.231 4.387 -0.037
H -0.294 3.490 -3.706
H -1.786 3.518 -2.763
C 2.890 -0.092 3.497
C 1.891 -0.702 2.520
C 1.910 -2.226 2.592
C 0.486 -0.120 2.744
C -0.126 -0.441 4.110
O -1.144 -1.405 3.803
C -1.261 -1.454 2.457
N -0.459 -0.719 1.782
C -2.266 -2.453 2.012
C -2.719 -3.345 2.991
C -3.617 -4.350 2.685
C -4.088 -4.481 1.390
C -3.652 -3.602 0.415
C -2.741 -2.586 0.699
P -2.232 -1.440 -0.629
C -3.674 -1.397 -1.730
C -4.550 -0.329 -1.560
C -5.681 -0.216 -2.356
C -5.935 -1.160 -3.338
C -5.059 -2.220 -3.525
C -3.935 -2.340 -2.724
C -0.951 -2.394 -1.507
C -0.665 -2.143 -2.851
C 0.410 -2.775 -3.461
C 1.216 -3.649 -2.744
C 0.941 -3.896 -1.408
C -0.137 -3.274 -0.793
H 3.908 -0.392 3.240
H 2.708 -0.437 4.518
H 2.838 0.998 3.490
H 2.168 -0.408 1.506
H 1.548 -2.584 3.560
H 2.927 -2.601 2.472
H 1.293 -2.673 1.812
H 0.534 0.956 2.581
H -0.596 0.419 4.586
H 0.566 -0.908 4.809
H -2.359 -3.245 4.003
H -3.948 -5.025 3.463
H -4.795 -5.260 1.137
H -4.036 -3.697 -0.591
H -4.346 0.432 -0.814
H -6.350 0.623 -2.217
H -6.810 -1.063 -3.968
H -5.248 -2.952 -4.300
H -3.249 -3.164 -2.882
H -1.259 -1.433 -3.409
H 0.614 -2.572 -4.504
H 2.052 -4.137 -3.227
H 1.560 -4.578 -0.838
H -0.345 -3.484 0.249
C 4.567 4.692 2.399
N 4.442 3.562 1.514
C 5.613 2.841 1.038
C 5.004 1.677 0.237
N 3.609 1.742 0.629
C 3.314 2.843 1.349
S 1.794 3.231 1.924
H 5.317 5.376 2.003
H 4.866 4.380 3.405
H 3.608 5.199 2.458
H 6.216 2.487 1.881
H 6.237 3.489 0.421
H 5.448 0.719 0.507
H 5.124 1.823 -0.840
H 2.884 1.098 0.348
*
```

(3)
# C34H41ClN4NiP2

A molecular structure, C34H41ClN4NiP2 in a non-equilibrium geometry (ωB97M-V/def2-TZVPD, the OMol25 dataset).

Computed properties:
E_LUMO (spin up / spin down)   0.003 / -0.030 hartree
HOMO (spin up / spin down)   -0.1884 / -0.2663 Eh
Total energy   -4190.12659 hartree
Energy relative to the best compared isomer or geometry (same formula, charge and spin)   350.9 kJ/mol
Frontier orbital gap (spin up / spin down)   5.22 / 6.43 eV

Geometry as ORCA input:
```
! wB97M-V def2-TZVPD RIJCOSX def2/J DEFGRID3
* xyz 0 3
Ni -0.050 0.468 1.125
C -1.532 1.462 -3.957
C -1.581 0.121 -3.800
C -0.766 -0.802 -4.664
C 0.707 -0.372 -4.873
C 1.394 0.323 -3.703
C 1.222 1.606 -3.331
C 0.689 2.604 -4.302
C -0.660 2.187 -4.934
C 1.358 1.024 2.334
H -2.235 2.117 -3.445
H -2.398 -0.349 -3.252
H -1.225 -0.909 -5.665
H -0.785 -1.810 -4.236
H 1.283 -1.294 -5.079
H 0.782 0.229 -5.793
H 2.235 -0.251 -3.289
H 1.665 1.978 -2.407
H 1.412 2.759 -5.123
H 0.554 3.583 -3.834
H -1.181 3.100 -5.249
H -0.472 1.599 -5.837
H 0.701 1.787 2.786
H 2.363 1.457 2.225
H 1.393 0.159 3.006
P 1.722 -0.300 0.217
P -1.535 -0.728 0.159
N 2.936 0.867 -0.359
N 2.723 -1.562 0.926
N -2.483 0.638 -0.416
N -2.785 -1.805 0.652
C 0.922 -1.136 -1.169
C -0.538 -1.647 -1.054
C 2.845 2.248 -0.102
C 3.928 2.895 -0.675
C 4.684 1.910 -1.385
C 4.077 0.677 -1.154
C 3.559 -1.347 2.031
C 4.256 -2.516 2.288
C 3.861 -3.483 1.317
C 2.921 -2.879 0.494
C -2.205 1.974 -0.038
C -3.012 2.801 -0.799
C -3.818 1.972 -1.643
C -3.452 0.657 -1.402
C -4.005 -2.183 0.064
C -4.695 -2.997 0.956
C -3.885 -3.127 2.134
C -2.722 -2.404 1.925
H 1.582 -1.935 -1.529
H 0.914 -0.369 -1.953
H -1.035 -1.569 -2.036
H -0.541 -2.703 -0.725
H 2.062 2.645 0.528
H 4.153 3.957 -0.588
H 5.554 2.104 -2.011
H 4.387 -0.323 -1.450
H 3.560 -0.389 2.537
H 4.946 -2.661 3.113
H 4.198 -4.507 1.262
H 2.370 -3.276 -0.347
H -1.497 2.203 0.758
H -3.011 3.887 -0.795
H -4.550 2.284 -2.378
H -3.792 -0.271 -1.841
H -4.267 -1.852 -0.931
H -5.669 -3.444 0.796
H -4.140 -3.683 3.032
H -1.858 -2.254 2.561
Cl -1.160 2.861 4.990
C -0.890 1.215 5.396
C -0.643 0.917 6.735
C -0.401 -0.408 7.128
C -0.369 -1.415 6.157
C -0.584 -1.106 4.809
C -0.927 0.202 4.388
C -1.286 0.508 2.979
H -0.657 1.717 7.475
H -0.222 -0.639 8.182
H -0.186 -2.451 6.465
H -0.487 -1.905 4.071
H -2.080 -0.188 2.669
H -1.641 1.546 2.884
*
```

(4)
# C34H41ClN4P2Pt

A molecular structure, C34H41ClN4P2Pt in a non-equilibrium geometry (ωB97M-V/def2-TZVPD, the OMol25 dataset).

Computed properties:
E_LUMO (spin up / spin down)   -0.252 / -0.336 hartree
HOMO (spin up / spin down)   -0.4192 / -0.4672 Eh
Total energy   -2800.49447 hartree
Energy relative to the best compared isomer or geometry (same formula, charge and spin)   56.8 kJ/mol
Frontier orbital gap (spin up / spin down)   4.56 / 3.57 eV

Geometry as ORCA input:
```
! wB97M-V def2-TZVPD RIJCOSX def2/J DEFGRID3
* xyz 2 5
Pt 0.402 0.761 -1.776
C 3.272 -0.776 3.742
C 2.481 -1.085 2.701
C 0.999 -1.343 2.694
C 0.079 -0.158 2.328
C 0.063 0.949 3.368
C 0.696 1.014 4.550
C 1.330 -0.105 5.358
C 2.829 -0.394 5.126
C 0.741 2.758 -1.519
H 4.361 -0.893 3.621
H 2.898 -1.100 1.701
H 0.643 -1.800 3.630
H 0.816 -2.100 1.917
H 0.338 0.277 1.340
H -0.961 -0.529 2.188
H -0.506 1.831 3.028
H 0.722 1.993 5.052
H 0.776 -1.043 5.208
H 1.192 0.164 6.421
H 3.428 0.475 5.444
H 3.088 -1.209 5.808
H 0.836 2.901 -0.437
H 0.020 3.421 -2.020
H 1.717 2.831 -2.014
P -1.677 1.203 -1.212
P 0.037 -1.730 -1.736
N -2.575 1.730 0.315
N -2.901 1.767 -2.336
N -0.881 -2.910 -0.355
N -0.087 -3.450 -2.806
C -2.165 -0.522 -1.188
C -1.553 -1.223 -2.394
C -2.519 2.971 0.946
C -3.608 3.098 1.805
C -4.369 1.899 1.695
C -3.721 1.087 0.786
C -2.808 2.807 -3.259
C -4.059 2.994 -3.843
C -4.957 2.043 -3.258
C -4.226 1.314 -2.333
C -0.239 -3.717 0.578
C -1.191 -4.422 1.335
C -2.470 -4.042 0.846
C -2.238 -3.178 -0.225
C -0.669 -4.700 -2.628
C -0.875 -5.312 -3.869
C -0.388 -4.407 -4.853
C 0.078 -3.283 -4.171
H -3.221 -0.740 -1.084
H -1.707 -0.794 -0.230
H -2.143 -2.066 -2.752
H -1.317 -0.551 -3.239
H -1.695 3.639 0.739
H -3.849 3.949 2.426
H -5.306 1.654 2.185
H -3.996 0.099 0.458
H -1.859 3.284 -3.417
H -4.318 3.731 -4.585
H -6.005 1.907 -3.461
H -4.540 0.503 -1.700
H 0.840 -3.749 0.654
H -0.987 -5.126 2.132
H -3.451 -4.349 1.188
H -2.992 -2.711 -0.842
H -0.904 -5.093 -1.643
H -1.329 -6.285 -4.031
H -0.378 -4.538 -5.927
H 0.517 -2.369 -4.548
Cl 2.705 2.144 1.430
C 4.060 2.410 0.422
C 5.088 3.240 0.850
C 6.212 3.469 0.047
C 6.212 2.973 -1.255
C 5.137 2.222 -1.738
C 4.063 1.823 -0.877
C 3.042 0.888 -1.256
H 5.025 3.674 1.839
H 7.052 4.031 0.450
H 7.075 3.165 -1.881
H 5.107 1.915 -2.785
H 2.929 0.661 -2.325
H 2.735 0.130 -0.542
*
```

(5)
# C34H41F3N4O3S2V

A molecular structure, C34H41F3N4O3S2V in a non-equilibrium geometry (ωB97M-V/def2-TZVPD, the OMol25 dataset).

Computed properties:
E_LUMO (spin up / spin down)   -0.183 / -0.186 hartree
HOMO (spin up / spin down)   -0.4515 / -0.4198 Eh
Total energy   -3804.42510 hartree
Energy relative to the best compared isomer or geometry (same formula, charge and spin)   70.2 kJ/mol
Frontier orbital gap (spin up / spin down)   7.31 / 6.36 eV

Geometry as ORCA input:
```
! wB97M-V def2-TZVPD RIJCOSX def2/J DEFGRID3
* xyz 2 2
V -0.053 -0.906 -0.627
O -1.018 -1.076 1.242
S -1.737 0.081 1.900
C -3.281 -0.736 2.494
C -4.436 -0.522 1.516
C -3.961 -0.326 0.069
C -3.712 1.148 -0.255
S -2.338 1.311 -1.476
O -1.075 0.971 -0.713
C -2.353 3.117 -1.537
C -1.542 3.837 -0.679
C -1.577 5.221 -0.727
C -2.405 5.864 -1.634
C -3.199 5.129 -2.501
C -3.170 3.744 -2.464
C -0.927 0.262 3.503
C -0.452 1.524 3.830
C 0.223 1.710 5.026
C 0.416 0.638 5.884
C -0.042 -0.627 5.542
C -0.714 -0.817 4.346
H -3.525 -0.360 3.484
H -3.014 -1.789 2.559
H -5.018 0.348 1.821
H -5.099 -1.387 1.565
H -4.702 -0.725 -0.626
H -3.038 -0.899 -0.090
H -3.432 1.729 0.623
H -4.586 1.605 -0.721
H -0.896 3.304 0.006
H -0.946 5.793 -0.067
H -2.430 6.942 -1.672
H -3.824 5.637 -3.217
H -3.773 3.158 -3.139
H -0.610 2.352 3.153
H 0.595 2.688 5.295
H 0.941 0.782 6.816
H 0.122 -1.464 6.202
H -1.081 -1.794 4.068
O 0.449 -2.939 -0.199
C -0.726 -3.680 -0.501
C -1.264 -3.168 -1.805
C -1.823 -3.998 -2.764
C -2.322 -3.438 -3.931
C -2.209 -2.064 -4.102
C -1.595 -1.315 -3.115
N -1.150 -1.840 -1.969
H 0.592 -2.983 0.756
H -1.485 -3.522 0.279
H -0.487 -4.747 -0.560
H -1.863 -5.065 -2.603
H -2.771 -4.061 -4.686
H -2.582 -1.582 -4.993
H -1.444 -0.251 -3.245
C 2.009 0.834 1.165
C 3.253 1.209 2.023
N 3.927 -0.001 2.436
C 4.474 -0.686 1.285
C 3.348 -0.906 0.233
N 2.044 -0.598 0.840
C 1.954 -1.384 2.081
C 2.994 -0.871 3.114
H 2.006 1.402 0.232
H 1.082 1.041 1.709
H 2.959 1.770 2.912
H 3.961 1.813 1.455
H 4.900 -1.634 1.617
H 5.279 -0.084 0.864
H 3.340 -1.939 -0.125
H 3.501 -0.246 -0.622
H 2.174 -2.428 1.842
H 0.946 -1.302 2.491
H 3.543 -1.705 3.554
H 2.509 -0.312 3.916
F 5.547 -0.949 -4.373
C 4.579 -0.064 -4.633
F 5.110 1.154 -4.530
F 4.213 -0.240 -5.909
C 3.398 -0.256 -3.710
C 2.972 -1.547 -3.410
C 1.875 -1.703 -2.589
N 1.206 -0.675 -2.047
C 1.596 0.561 -2.386
C 2.680 0.823 -3.202
H 3.490 -2.404 -3.812
H 1.520 -2.696 -2.353
H 0.996 1.373 -1.989
H 2.964 1.836 -3.442
*
```

What did the third record say?
# C34H41ClN4NiP2

A molecular structure, C34H41ClN4NiP2 in a non-equilibrium geometry (ωB97M-V/def2-TZVPD, the OMol25 dataset).

Computed properties:
E_LUMO (spin up / spin down)   0.003 / -0.030 hartree
HOMO (spin up / spin down)   -0.1884 / -0.2663 Eh
Total energy   -4190.12659 hartree
Energy relative to the best compared isomer or geometry (same formula, charge and spin)   350.9 kJ/mol
Frontier orbital gap (spin up / spin down)   5.22 / 6.43 eV

Geometry as ORCA input:
```
! wB97M-V def2-TZVPD RIJCOSX def2/J DEFGRID3
* xyz 0 3
Ni -0.050 0.468 1.125
C -1.532 1.462 -3.957
C -1.581 0.121 -3.800
C -0.766 -0.802 -4.664
C 0.707 -0.372 -4.873
C 1.394 0.323 -3.703
C 1.222 1.606 -3.331
C 0.689 2.604 -4.302
C -0.660 2.187 -4.934
C 1.358 1.024 2.334
H -2.235 2.117 -3.445
H -2.398 -0.349 -3.252
H -1.225 -0.909 -5.665
H -0.785 -1.810 -4.236
H 1.283 -1.294 -5.079
H 0.782 0.229 -5.793
H 2.235 -0.251 -3.289
H 1.665 1.978 -2.407
H 1.412 2.759 -5.123
H 0.554 3.583 -3.834
H -1.181 3.100 -5.249
H -0.472 1.599 -5.837
H 0.701 1.787 2.786
H 2.363 1.457 2.225
H 1.393 0.159 3.006
P 1.722 -0.300 0.217
P -1.535 -0.728 0.159
N 2.936 0.867 -0.359
N 2.723 -1.562 0.926
N -2.483 0.638 -0.416
N -2.785 -1.805 0.652
C 0.922 -1.136 -1.169
C -0.538 -1.647 -1.054
C 2.845 2.248 -0.102
C 3.928 2.895 -0.675
C 4.684 1.910 -1.385
C 4.077 0.677 -1.154
C 3.559 -1.347 2.031
C 4.256 -2.516 2.288
C 3.861 -3.483 1.317
C 2.921 -2.879 0.494
C -2.205 1.974 -0.038
C -3.012 2.801 -0.799
C -3.818 1.972 -1.643
C -3.452 0.657 -1.402
C -4.005 -2.183 0.064
C -4.695 -2.997 0.956
C -3.885 -3.127 2.134
C -2.722 -2.404 1.925
H 1.582 -1.935 -1.529
H 0.914 -0.369 -1.953
H -1.035 -1.569 -2.036
H -0.541 -2.703 -0.725
H 2.062 2.645 0.528
H 4.153 3.957 -0.588
H 5.554 2.104 -2.011
H 4.387 -0.323 -1.450
H 3.560 -0.389 2.537
H 4.946 -2.661 3.113
H 4.198 -4.507 1.262
H 2.370 -3.276 -0.347
H -1.497 2.203 0.758
H -3.011 3.887 -0.795
H -4.550 2.284 -2.378
H -3.792 -0.271 -1.841
H -4.267 -1.852 -0.931
H -5.669 -3.444 0.796
H -4.140 -3.683 3.032
H -1.858 -2.254 2.561
Cl -1.160 2.861 4.990
C -0.890 1.215 5.396
C -0.643 0.917 6.735
C -0.401 -0.408 7.128
C -0.369 -1.415 6.157
C -0.584 -1.106 4.809
C -0.927 0.202 4.388
C -1.286 0.508 2.979
H -0.657 1.717 7.475
H -0.222 -0.639 8.182
H -0.186 -2.451 6.465
H -0.487 -1.905 4.071
H -2.080 -0.188 2.669
H -1.641 1.546 2.884
*
```

- The lowest total energy belongs to which entry?
  C34H41CaCl5F2K2MgNO11PSSi